Record 1
# C10H10N4S2Ti

C10H10N4S2Ti as an isolated structure in a non-equilibrium geometry (ωB97M-V with the def2-TZVPD basis set, the OMol25 dataset).

Geometry as ORCA input:
```
! wB97M-V def2-TZVPD RIJCOSX def2/J DEFGRID3
* xyz 1 2
Ti 0.008 0.064 -0.046
N 0.654 -1.879 -0.351
C 0.493 -2.462 1.011
C -0.820 -1.990 1.642
N -0.827 -0.505 1.770
H 0.060 -2.366 -1.018
H 1.608 -1.998 -0.677
H 1.336 -2.128 1.621
H 0.499 -3.551 0.991
H -0.942 -2.484 2.605
H -1.660 -2.275 1.005
H -0.250 -0.212 2.555
H -1.764 -0.169 1.967
S 1.570 1.659 0.083
C 0.924 2.509 -1.351
C 1.700 3.566 -1.812
C 1.305 4.332 -2.901
C 2.130 5.416 -3.339
N 2.809 6.277 -3.677
C 0.103 4.031 -3.553
C -0.672 2.973 -3.099
C -0.284 2.208 -2.006
S -1.424 0.912 -1.541
C -0.336 4.800 -4.677
N -0.703 5.401 -5.584
H 2.627 3.798 -1.305
H -1.603 2.740 -3.599
*
```

Gap between HOMO and LUMO (alpha / beta)   7.6 / 8.0 eV
E_HOMO (alpha / beta)   -11.9 / -11.9 eV
Molar mass   298.2 g mol⁻¹
<S²>   0.76

Mulliken population analysis, charges in e, atoms 1 to 5:
1. Ti 0.38
2. N -0.50
3. C -0.56
4. C -0.54
5. N -0.52

Record 2
# C4H6N2O

C4H6N2O as an isolated structure (ωB97M-V with the def2-TZVPD basis set, the OMol25 dataset).

Geometry as ORCA input:
```
! wB97M-V def2-TZVPD RIJCOSX def2/J DEFGRID3
* xyz 0 1
C 1.374 -0.935 -0.935
C 0.124 -0.392 -0.319
C -0.376 1.028 -0.500
C -0.639 1.027 0.807
O -1.145 1.872 1.704
N -0.142 -0.317 1.130
N -0.863 -1.273 0.241
H 1.572 -1.949 -0.584
H 2.227 -0.288 -0.710
H 1.245 -0.959 -2.024
H -0.431 1.717 -1.329
H -1.169 1.429 2.564
H -1.801 -0.919 0.051
*
```

Gap between HOMO and LUMO   9.5 eV
E_HOMO   -8.7 eV
Molar mass   98.1 g mol⁻¹

Mulliken population analysis, charges in e, atoms 1 to 5:
1. C -1.23
2. C 0.94
3. C -0.71
4. C 0.42
5. O -0.48

Record 3
# C10H10F2NO2

An isolated ion of composition C10H10F2NO2 and charge -1 in a non-equilibrium geometry (ωB97M-V with the def2-TZVPD basis set, the OMol25 dataset).

Geometry as ORCA input:
```
! wB97M-V def2-TZVPD RIJCOSX def2/J DEFGRID3
* xyz -1 1
C -2.320 0.452 -1.893
C -1.646 0.600 -0.522
N -1.651 1.980 -0.137
F -2.421 -0.108 0.425
C -0.088 0.151 -0.825
F 0.347 1.214 -1.583
C -0.052 -1.190 -1.868
O -0.676 -2.150 -1.541
O 0.649 -0.906 -2.807
C 0.763 -0.109 0.299
C 0.426 -1.209 1.096
C 1.205 -1.571 2.127
C 2.403 -0.869 2.405
C 2.749 0.275 1.684
C 1.917 0.651 0.604
H -2.707 -0.614 -2.106
H -3.148 1.157 -2.037
H -1.552 0.607 -2.580
H -2.572 2.421 -0.009
H -1.040 2.260 0.574
H -0.455 -1.818 0.961
H 1.044 -2.411 2.762
H 3.123 -1.145 3.204
H 3.633 0.817 1.713
H 2.070 1.515 0.055
*
```

Gap between HOMO and LUMO   7.7 eV
E_HOMO   -4.2 eV
Molar mass   214.2 g mol⁻¹
SMILES string   C[C@@](N)(F)[C@](F)(C(=O)[O-])c1ccccc1

Mulliken population analysis, charges in e, atoms 1 to 5:
1. C -1.55
2. C 1.47
3. N -0.62
4. F -0.45
5. C 0.88

Record 4
# C3H7NS

One molecule with the formula C3H7NS in a non-equilibrium geometry (ωB97M-V with the def2-TZVPD basis set, the OMol25 dataset).

Geometry as ORCA input:
```
! wB97M-V def2-TZVPD RIJCOSX def2/J DEFGRID3
* xyz 0 1
C 1.556 -0.637 -0.137
N 0.170 -0.755 -0.014
C -0.314 0.636 -0.156
C -1.812 0.573 0.092
S -2.697 -0.758 -0.123
H 1.997 -1.543 -0.240
H 1.780 0.078 -0.894
H 1.857 -0.301 0.854
H -0.129 -1.154 0.868
H 0.216 1.262 0.668
H -0.261 1.089 -1.165
H -2.363 1.510 0.247
*
```

Gap between HOMO and LUMO   8.2 eV
E_HOMO   -8.2 eV
Molar mass   89.2 g mol⁻¹
SMILES string   CNCC=S

Mulliken population analysis, charges in e, atoms 1 to 5:
1. C -0.96
2. N -0.36
3. C -0.21
4. C -0.40
5. S -0.18

Record 5
# C25H22F6N5O8PS3Ti

C25H22F6N5O8PS3Ti as an isolated structure in a non-equilibrium geometry (ωB97M-V with the def2-TZVPD basis set, the OMol25 dataset).

Geometry as ORCA input:
```
! wB97M-V def2-TZVPD RIJCOSX def2/J DEFGRID3
* xyz -2 1
Ti 0.052 -0.144 0.345
C 2.836 0.783 3.690
C 2.169 0.298 2.442
N 1.251 0.985 1.827
N 0.786 2.086 2.417
C 0.353 3.052 1.588
N -0.513 3.929 2.200
S 0.876 3.297 0.014
C 2.545 -0.998 1.889
C 3.624 -1.741 2.379
C 3.924 -2.955 1.798
C 3.147 -3.426 0.748
C 2.083 -2.648 0.336
N 1.798 -1.478 0.891
H 2.471 1.779 3.923
H 2.605 0.118 4.528
H 3.921 0.815 3.569
H -1.066 3.498 2.931
H -1.060 4.449 1.531
H 4.211 -1.365 3.204
H 4.757 -3.541 2.166
H 3.346 -4.372 0.267
H 1.406 -2.979 -0.445
F -5.680 -0.622 -3.982
C -4.997 -0.480 -2.736
F -6.071 -0.074 -1.914
F -4.928 -1.883 -2.358
S -2.663 1.420 -0.764
O -1.143 0.757 -0.626
O -2.500 2.630 -1.541
N -2.828 1.988 0.809
S -2.576 1.064 1.990
O -1.343 0.256 1.881
O -2.761 1.654 3.285
C -3.856 -0.272 1.959
F -3.707 -1.093 3.010
F -3.764 -0.995 0.850
F -5.078 0.261 2.026
O 3.196 -0.422 -2.145
C 1.992 -0.496 -1.996
O 1.331 0.138 -1.065
C 1.165 -1.359 -2.958
P -0.583 -1.556 -2.409
C -1.481 -0.737 -3.764
C -2.305 -1.384 -4.678
C -2.970 -0.656 -5.651
C -2.819 0.721 -5.720
C -1.997 1.371 -4.812
C -1.329 0.647 -3.838
C -1.001 -3.322 -2.564
C -2.336 -3.640 -2.283
C -2.744 -4.962 -2.233
C -1.831 -5.991 -2.432
C -0.505 -5.686 -2.698
C -0.095 -4.359 -2.768
H 1.697 -2.305 -3.064
H 1.202 -0.872 -3.933
H -2.460 -2.452 -4.616
H -3.645 -1.163 -6.329
H -3.372 1.289 -6.457
H -1.906 2.449 -4.824
H -0.723 1.170 -3.108
H -3.064 -2.850 -2.114
H -3.784 -5.183 -2.027
H -2.151 -7.025 -2.375
H 0.216 -6.480 -2.856
H 0.944 -4.146 -2.992
O -0.206 -2.363 2.715
C -0.863 -2.573 1.715
O -0.851 -1.885 0.609
H -1.550 -3.435 1.652
*
```

Gap between HOMO and LUMO   5.3 eV
E_HOMO   -1.5 eV
Molar mass   809.5 g mol⁻¹

Mulliken population analysis, charges in e, atoms 1 to 5:
1. Ti 0.47
2. C -1.90
3. C 0.84
4. N 1.67
5. N -1.19

Record 6
# C4H6InO2

C4H6InO2 as an isolated structure in a non-equilibrium geometry (ωB97M-V with the def2-TZVPD basis set, the OMol25 dataset).

Geometry as ORCA input:
```
! wB97M-V def2-TZVPD RIJCOSX def2/J DEFGRID3
* xyz 2 2
O -2.481 1.058 0.089
C -1.248 0.594 -0.407
C -0.682 -0.373 0.632
C 0.587 -0.966 0.223
C 1.658 -1.370 -0.229
H -2.885 1.647 -0.553
H -0.540 1.425 -0.560
H -1.374 0.069 -1.368
H -1.390 -1.200 0.803
H -0.558 0.138 1.598
H 2.430 -2.121 -0.370
O 3.770 0.655 -0.667
In 2.713 0.444 0.808
*
```

Gap between HOMO and LUMO (alpha / beta)   3.7 / 3.9 eV
E_HOMO (alpha / beta)   -17.9 / -17.9 eV
Molar mass   200.9 g mol⁻¹
<S²>   0.78

Mulliken population analysis, charges in e, atoms 1 to 5:
1. O -0.48
2. C -0.37
3. C -0.46
4. C 0.28
5. C -0.55

Record 7
# C3H2N2O2

One molecule with the formula C3H2N2O2 (ωB97M-V with the def2-TZVPD basis set, the OMol25 dataset).

Geometry as ORCA input:
```
! wB97M-V def2-TZVPD RIJCOSX def2/J DEFGRID3
* xyz 0 1
N -1.387 -0.560 -0.501
C -0.743 0.320 0.102
O 0.609 0.482 0.320
C 1.512 -0.404 -0.185
O 1.268 -1.370 -0.849
C -1.434 1.769 0.481
N -1.559 1.087 1.455
H -0.779 -1.248 -0.945
H 2.512 -0.077 0.122
*
```

Gap between HOMO and LUMO   10.7 eV
E_HOMO   -11.3 eV
Molar mass   98.1 g mol⁻¹

Mulliken population analysis, charges in e, atoms 1 to 5:
1. N -0.54
2. C 0.82
3. O -0.22
4. C 0.22
5. O -0.49

Record 8
# C8H9BrN2O6ReS5Sb

C8H9BrN2O6ReS5Sb as an isolated structure (ωB97M-V with the def2-TZVPD basis set, the OMol25 dataset).

Geometry as ORCA input:
```
! wB97M-V def2-TZVPD RIJCOSX def2/J DEFGRID3
* xyz 2 1
Re -0.287 -0.303 0.446
Br -0.619 -1.229 4.015
C -0.697 0.572 3.521
C -0.947 1.512 4.524
C -0.989 2.852 4.207
C -0.765 3.233 2.885
C -0.526 2.244 1.961
N -0.506 0.922 2.248
C -0.238 2.584 0.535
O -0.206 3.654 0.037
O 0.017 1.436 -0.192
H -1.097 1.168 5.537
H -1.181 3.590 4.973
H -0.762 4.265 2.562
S 0.336 -4.581 -2.394
Sb 0.672 -4.546 -0.273
S -2.102 -1.453 0.942
S 1.417 -1.334 1.306
S -1.655 -3.379 0.809
C -1.160 -1.329 -3.797
S -0.580 -0.106 -2.638
C 0.871 0.503 -3.471
O 0.037 -0.979 -1.472
H -1.432 -0.795 -4.706
H -2.042 -1.804 -3.375
H -0.377 -2.056 -3.988
H 0.541 1.010 -4.377
H 1.525 -0.333 -3.712
H 1.356 1.218 -2.810
O 2.055 -2.269 0.092
N 2.947 -1.550 -0.935
O 3.436 -2.337 -1.649
O 2.960 -0.381 -0.810
*
```

Gap between HOMO and LUMO (alpha / beta)   6.3 / 6.3 eV
E_HOMO (alpha / beta)   -15.1 / -15.1 eV
Molar mass   777.4 g mol⁻¹

Mulliken population analysis, charges in e, atoms 1 to 5:
1. Re 1.04
2. Br 0.02
3. C 0.37
4. C -0.57
5. C -0.43